Record 1
13
Properties=species:S:1:pos:R:3:nbo_charge:R:1 method="wB97M-V/def2-TZVPD" homo_lumo_gap_ev="7.929 / 8.068" energy_ha=-1511.582121 relative_energy_kcal_mol=52.3 homo_ev="-8.540 / -8.511"
C 0.30859 1.20243 -0.89335 -0.64
C -1.09670 0.63044 -0.81483 -0.65
C 0.59767 -1.23940 1.87571 -0.37
O -0.06569 -1.56151 -1.63320 -0.84
S -1.02073 -1.17462 -0.62726 1.03
Cl 2.07823 -1.69585 1.16280 0.06
Cl 0.35172 0.14931 2.84254 0.05
H 1.08642 0.36415 -1.03321 0.25
H 0.29602 2.02401 -1.52458 0.22
H 0.71452 1.55766 0.09550 0.21
H -1.49991 0.97706 -1.79618 0.24
H -1.77548 0.97553 0.10704 0.23
H 0.02533 -2.20923 2.23903 0.22


Record 2
7
Properties=species:S:1:pos:R:3:nbo_charge:R:1 method="wB97M-V/def2-TZVPD" homo_lumo_gap_ev=8.738 energy_ha=-431.916977 charge=-1 smiles="O=C([O-])N1OC1=O" relative_energy_kcal_mol=32.4 homo_ev=-4.619
O 0.36089 0.95620 -2.19344 -0.62
C 0.87956 0.62794 -1.18697 1.00
O 1.90376 0.35456 -0.65132 -0.64
N -0.08960 -0.03630 0.16320 -0.42
O -1.73421 0.02925 0.53988 -0.52
C -0.74906 -0.65380 1.18495 0.84
O -0.57134 -1.27786 2.14369 -0.64


Record 3
18
Properties=species:S:1:pos:R:3:nbo_charge:R:1 method="wB97M-V/def2-TZVPD" homo_lumo_gap_ev=11.015 energy_ha=-459.322725 smiles="COC(=O)O.COC" relative_energy_kcal_mol=41.5 homo_ev=-10.202
C 0.37536 2.34492 -0.11117 -0.26
O 0.47975 1.21152 -0.96896 -0.53
C -0.62260 0.37878 -1.07629 1.02
O -0.64253 -0.46071 -1.94335 -0.66
O -1.75640 0.94248 -0.57321 -0.72
H 1.35723 2.81559 -0.11009 0.19
H 0.10179 2.02783 0.89657 0.19
H -0.37045 3.04590 -0.48841 0.19
H -2.50778 0.46923 -0.95435 0.50
C 1.53478 -0.85749 0.38129 -0.25
O 0.00382 -0.67438 0.72604 -0.58
C -0.72550 -1.87940 0.78269 -0.26
H 1.85286 -1.58226 1.13215 0.18
H 2.12474 0.04334 0.50919 0.21
H 1.55744 -1.27378 -0.62633 0.21
H -0.79377 -2.32243 -0.21688 0.19
H -0.25098 -2.58606 1.47223 0.17
H -1.71775 -1.64310 1.16887 0.19


Record 4
7
Properties=species:S:1:pos:R:3:nbo_charge:R:1 method="wB97M-V/def2-TZVPD" homo_lumo_gap_ev=8.141 energy_ha=-1152.054712 charge=-1 smiles="O=[N+]([O-])S(=O)(=O)[S-]" relative_energy_kcal_mol=56.5 homo_ev=-4.533
O -0.15763 -1.35200 -1.10701 -0.37
N -0.57735 -0.47331 -0.43375 0.35
O -1.69640 -0.13387 -0.21798 -0.38
S 0.62571 0.53597 0.55983 1.93
O 1.91920 0.20791 -0.04237 -0.94
O 0.07532 1.83216 0.42849 -0.93
S 0.51541 -0.52979 2.48548 -0.67


Record 5
80
Properties=species:S:1:pos:R:3:lowdin_charge:R:1 method="wB97M-V/def2-TZVPD" homo_lumo_gap_ev=7.407 energy_ha=-2432.028764 charge=+2 relative_energy_kcal_mol=0.0 homo_ev=-12.975
Sn 11.82293 12.36941 10.44671 1.58
C 11.20023 13.49393 6.62318 -0.08
O 11.36332 12.33736 7.45681 -0.30
C 10.41171 11.21478 7.12910 -0.13
C 10.62566 10.07087 8.11313 -0.16
O 10.47362 10.38961 9.48692 -0.27
C 10.87984 9.41258 10.40070 -0.22
C 10.34441 9.73895 11.73281 -0.16
O 10.53979 11.15045 11.94092 -0.34
C 10.05810 11.50226 13.29754 0.02
H 11.10096 13.12940 5.57181 0.11
H 12.14004 13.99380 6.82619 0.09
H 10.39623 14.15544 6.97502 0.08
H 10.55144 10.78861 6.12616 0.13
H 9.35666 11.59946 7.00962 0.14
H 11.64679 9.73982 7.98893 0.14
H 9.98486 9.22899 7.86633 0.14
H 11.99201 9.39527 10.47771 0.14
H 10.51915 8.49398 10.02155 0.14
H 10.84539 9.08466 12.48171 0.17
H 9.32009 9.46637 11.81279 0.13
H 10.77188 11.22518 14.00754 0.07
H 9.15035 10.95411 13.55605 0.12
H 9.96558 12.62239 13.27563 0.12
C 11.53139 15.95254 13.26405 0.04
C 12.01191 14.55464 13.01129 -0.33
O 11.78178 14.09970 11.89277 -0.12
C 12.60043 13.67496 14.03712 -0.07
C 12.56282 14.01536 15.40734 0.01
C 13.05657 13.17406 16.39535 -0.05
C 13.46672 11.93431 15.98514 -0.04
C 13.48074 11.48562 14.67456 0.00
C 13.15016 12.38258 13.70667 -0.23
O 13.34816 12.05535 12.38847 -0.27
H 12.12296 16.59597 13.89243 0.10
H 10.54968 15.77581 13.70520 0.12
H 11.39359 16.48003 12.33740 0.09
H 12.10281 14.95608 15.80091 0.14
H 13.03768 13.43088 17.46806 0.13
H 13.79072 11.24927 16.74449 0.12
H 13.94541 10.53061 14.35276 0.14
N 5.64855 16.09066 8.94235 0.15
C 6.53611 16.15048 9.94101 -0.89
S 6.60865 17.08841 11.26161 0.77
C 7.66318 15.24205 9.81986 -0.29
C 8.92510 15.73948 9.45258 0.02
C 10.00823 14.88166 9.50382 -0.14
N 9.92868 13.62872 9.94660 -0.07
C 8.68222 13.10457 10.11407 -0.07
C 7.54703 13.90519 10.07842 0.01
H 4.92229 16.80533 8.90435 0.13
H 5.87570 15.49249 8.16734 0.12
H 9.04342 16.80288 9.42055 0.12
H 10.98676 15.28011 9.34630 0.12
H 8.56992 12.07667 10.45028 0.12
H 6.63884 13.35079 10.33120 0.14
N 14.20846 10.89592 12.21435 0.14
C 15.21498 11.20855 11.38971 -0.15
C 16.08651 10.02203 11.15957 -0.15
C 17.36643 10.15884 10.57091 -0.02
C 18.15346 9.06246 10.37507 -0.06
C 17.66227 7.79437 10.74485 -0.04
C 16.42368 7.65506 11.35866 -0.05
C 15.57117 8.76878 11.49683 -0.02
C 15.52435 12.50293 10.86574 -0.25
C 15.78798 13.62827 11.65903 -0.01
C 16.07430 14.86915 11.09281 -0.05
C 15.96627 15.02502 9.71183 -0.07
C 15.76511 13.90663 8.90438 -0.04
C 15.49859 12.65287 9.52119 -0.06
H 17.81276 11.12744 10.27842 0.13
H 19.14884 9.22988 9.99620 0.11
H 18.32823 6.94056 10.60062 0.12
H 16.12614 6.70175 11.71926 0.10
H 14.57118 8.57606 11.86049 0.10
H 15.81937 13.41716 12.72130 0.13
H 16.34557 15.70045 11.77421 0.13
H 15.83185 16.07153 9.37597 0.12
H 15.70620 13.96160 7.80439 0.12
H 15.37989 11.85482 8.81385 0.12


Record 6
13
Properties=species:S:1:pos:R:3:nbo_charge:R:1 method="wB97M-V/def2-TZVPD" homo_lumo_gap_ev=9.065 energy_ha=-541.989241 charge=+1 relative_energy_kcal_mol=73.2 homo_ev=-13.809
C 0.20525 -0.24128 0.32448 0.50
C 0.83999 0.74973 -0.58678 -0.30
N -0.14024 -0.97432 -0.72786 -0.35
N 0.34760 -0.55922 1.58957 -0.74
N 0.37825 -0.06435 -1.69742 -0.41
I 0.47917 2.83738 -0.41546 0.25
H -1.76894 0.17438 0.69195 -0.08
H 2.01080 0.75698 -0.67131 0.31
H -0.19613 -1.98613 -0.77900 0.44
H -0.34347 -1.15527 2.00117 0.45
H 1.07968 -0.02765 2.04230 0.45
H -2.52007 0.15750 0.57644 0.09
H -0.37188 0.33226 -2.34808 0.40


Record 7
47
Properties=species:S:1:pos:R:3:nbo_charge:R:1 method="wB97M-V/def2-TZVPD" homo_lumo_gap_ev="7.232 / 6.166" energy_ha=-1737.250221 charge=+2 spin_multiplicity=3 homo_ev="-13.595 / -14.807"
Pt -0.24882 0.28543 0.50257 0.87
S 2.10199 0.69601 0.32578 0.38
S -1.66936 0.45393 -1.41971 0.39
C 1.85265 1.55881 1.87574 -0.77
C 2.76021 2.07650 -0.64774 -0.54
C 1.65625 3.01985 -1.06549 -0.24
N 0.65346 2.23278 -1.71841 -0.60
C -0.56846 2.87415 -2.10131 -0.24
C -1.49133 1.79744 -2.62388 -0.54
H 3.25715 1.64522 -1.52147 0.25
H 3.50317 2.56382 -0.01882 0.26
H 2.00996 3.81260 -1.73781 0.22
H 1.19458 3.49920 -0.19948 0.20
H -0.36646 3.65607 -2.84544 0.22
H -0.98487 3.35776 -1.21481 0.20
H -1.09511 1.35632 -3.54316 0.25
H -2.49591 2.17222 -2.81241 0.26
C -2.77609 1.26803 -0.27200 -0.78
H 1.03056 1.63392 -2.44374 0.38
H -2.31453 2.18779 0.09786 0.23
H -2.96811 0.61488 0.57729 0.25
H -3.70166 1.47963 -0.79781 0.25
H 1.35851 0.89939 2.58766 0.25
H 1.21437 2.43094 1.71269 0.23
H 2.82761 1.85333 2.25035 0.25
C 1.30318 -1.52503 -2.60454 -0.39
C 1.00092 -2.56992 -1.82614 -0.37
H 2.19788 -0.91468 -2.43385 0.19
H 0.54375 -1.01198 -3.20636 0.18
H 1.62020 -2.86431 -0.97270 0.20
H -0.01842 -2.95898 -1.73605 0.20
N -2.50568 -2.92505 1.95158 -0.47
C -3.30119 -2.86898 0.81574 -0.03
C -2.72776 -1.95006 -0.03012 -0.08
N -1.66276 -1.35306 0.64634 -0.55
C -1.49316 -2.01302 1.80630 0.31
C -0.19812 -1.93205 2.40222 0.30
N 0.72111 -1.20414 1.74245 -0.54
C 1.98191 -1.65634 2.13532 -0.08
C 1.80841 -2.55044 3.16327 -0.02
N 0.44058 -2.74135 3.30508 -0.47
H -2.63584 -3.45955 2.80507 0.45
H -4.18983 -3.46532 0.71927 0.27
H -2.98886 -1.74182 -1.06363 0.26
H 2.91147 -1.37274 1.64818 0.26
H 2.51776 -3.04792 3.80078 0.26
H -0.06529 -3.29930 3.98532 0.45